No. 1
18
Properties=species:S:1:pos:R:3:lowdin_charge:R:1 method="wB97M-V/def2-TZVPD" lumo_energy_ev=0.591 smiles="CC(N)=O.CC(N)=O" total_energy_ha=-418.4185 homo_lumo_gap_ev=9.94 total_charge=0 e_above_lowest_kj_mol=111.6
C 0.028 -2.807 0.261 -0.021
C 0.764 -2.095 1.342 -0.520
N 1.006 -0.682 1.286 0.120
O 1.308 -2.682 2.311 -0.016
H 0.158 -3.886 0.242 0.079
H 0.565 -2.450 -0.636 0.091
H -1.078 -2.587 0.293 0.100
H 1.709 -0.154 1.888 0.140
H 0.824 -0.094 0.516 -0.007
C -1.288 1.235 -0.380 -0.022
C 0.004 1.677 -0.981 -0.551
N -0.015 3.046 -1.347 0.122
O 1.009 1.005 -1.177 0.026
H -2.041 0.885 -1.077 0.085
H -1.769 2.070 0.191 0.093
H -1.107 0.443 0.395 0.077
H 0.760 3.406 -1.888 0.097
H -0.836 3.668 -1.238 0.108

No. 2
11
Properties=species:S:1:pos:R:3:lowdin_charge:R:1 method="wB97M-V/def2-TZVPD" lumo_energy_ev=-1.218 total_energy_ha=-533.2315 homo_lumo_gap_ev=8.08 total_charge=0 e_above_lowest_kj_mol=259.9
C -0.476 -0.250 -0.500 -0.428
C 0.955 0.277 -0.414 -0.654
S 1.485 0.180 1.312 0.603
N -1.421 0.358 0.440 -0.047
H -0.878 -0.210 -1.550 0.123
H -0.406 -1.298 -0.198 0.039
H 1.565 -0.311 -1.054 0.044
H 1.018 1.329 -0.748 0.078
H 0.750 -1.769 1.192 0.165
H -1.636 1.332 0.165 0.076
H -0.957 0.362 1.357 0.001

No. 3
93
Properties=species:S:1:pos:R:3:lowdin_charge:R:1 method="wB97M-V/def2-TZVPD" spin_multiplicity=2 lumo_energy_ev="1.316 / 1.316" total_energy_ha=-11623.0431 homo_lumo_gap_ev="4.58 / 4.57" total_charge=-1 e_above_lowest_kj_mol=158.1
Mn -0.610 -0.694 -0.038 0.418
O 1.539 -0.913 1.441 -0.569
S 2.705 -0.376 2.188 0.971
C 2.062 1.025 3.170 -0.308
C 0.989 0.599 4.162 -0.237
C 0.036 1.720 4.589 -0.213
C -0.855 2.331 3.506 -0.316
S -1.809 1.221 2.399 0.943
O -0.667 0.535 1.695 -0.639
C -2.503 0.162 3.657 -0.419
C -2.018 -1.106 3.920 -0.086
C -2.628 -1.863 4.914 -0.060
C -3.722 -1.365 5.607 -0.077
C -4.216 -0.099 5.314 -0.083
C -3.609 0.667 4.331 -0.095
C 2.981 -1.511 3.542 -0.392
C 4.054 -1.327 4.404 -0.098
C 4.239 -2.221 5.447 -0.093
C 3.361 -3.289 5.609 -0.088
C 2.306 -3.468 4.725 -0.056
C 2.110 -2.578 3.674 -0.062
H 1.649 1.672 2.393 0.069
H 2.924 1.516 3.632 0.091
H 1.459 0.186 5.056 0.119
H 0.417 -0.201 3.700 0.075
H 0.616 2.539 5.032 0.113
H -0.605 1.324 5.379 0.110
H -0.284 2.944 2.802 0.079
H -1.613 2.969 3.968 0.083
H -1.208 -1.521 3.325 0.072
H -2.266 -2.864 5.116 0.110
H -4.215 -1.983 6.348 0.104
H -5.090 0.280 5.829 0.100
H -4.001 1.647 4.074 0.109
H 4.736 -0.493 4.265 0.106
H 5.069 -2.091 6.130 0.098
H 3.506 -3.984 6.426 0.099
H 1.626 -4.301 4.846 0.110
H 1.288 -2.700 2.968 0.050
S -5.472 -5.275 3.545 0.403
C -4.451 -4.295 2.672 -1.547
S -4.898 -2.789 1.990 0.870
C -3.345 -2.308 1.330 -1.124
C -2.340 -3.189 1.515 -1.142
S -0.665 -2.991 1.119 0.588
S -2.799 -4.658 2.358 0.861
S -3.238 -0.738 0.598 0.576
Br -2.381 -2.954 -4.008 0.767
C -0.600 -2.355 -3.830 -0.615
C 0.294 -2.503 -4.896 -0.184
C 1.582 -2.055 -4.802 -0.646
Br 2.755 -2.310 -6.282 0.731
C 2.037 -1.396 -3.638 -0.221
C 3.325 -0.856 -3.453 -0.046
C 3.613 -0.199 -2.291 -0.048
C 2.614 -0.061 -1.312 -0.168
N 1.408 -0.555 -1.435 0.123
C 1.117 -1.235 -2.570 -0.139
C -0.223 -1.757 -2.630 -0.412
O -0.980 -1.635 -1.612 -0.222
H -0.046 -2.974 -5.807 0.092
H 4.066 -0.955 -4.235 0.082
H 4.594 0.223 -2.119 0.101
H 2.822 0.487 -0.400 0.074
C 0.690 2.689 -7.625 -0.106
C -0.116 1.877 -6.615 -0.272
S 0.827 1.421 -5.175 0.675
O 0.026 0.532 -4.375 -0.253
O 2.152 1.031 -5.594 -0.313
C 1.061 2.943 -4.267 -0.188
C -0.170 3.549 -3.625 -0.131
N -0.873 2.606 -2.796 0.039
C -0.380 2.072 -1.668 -0.306
N -1.170 1.134 -1.198 0.098
C -2.226 1.028 -2.041 -0.011
C -2.051 1.923 -3.048 -0.140
N -2.913 2.170 -4.151 -0.308
O -3.983 1.601 -4.169 0.121
O -2.507 2.928 -5.035 0.006
C 0.840 2.554 -0.965 0.023
H 0.138 2.767 -8.561 0.078
H 1.645 2.207 -7.820 0.073
H 0.880 3.702 -7.267 0.070
H -0.412 0.904 -7.008 0.116
H -1.008 2.394 -6.248 0.070
H 1.509 3.655 -4.963 0.108
H 1.817 2.645 -3.541 0.094
H -0.868 3.913 -4.372 0.111
H 0.141 4.389 -3.006 0.130
H -3.025 0.314 -1.897 0.094
H 0.816 3.640 -0.845 0.093
H 1.755 2.280 -1.493 0.064
H 0.859 2.077 0.014 0.073

No. 4
55
Properties=species:S:1:pos:R:3:lowdin_charge:R:1 method="wB97M-V/def2-TZVPD" lumo_energy_ev=0.365 smiles="Cc1nnc(SCC(=O)N2CCC(C(=O)Nc3nccs3)CC2)n1Cc1ccccc1" total_energy_ha=-2090.0707 homo_lumo_gap_ev=8.61 total_charge=0 e_above_lowest_kj_mol=0.0
C -2.763 -1.807 2.564 -0.027
C -1.356 -1.427 2.307 -0.377
N -0.766 -0.377 2.794 0.076
N 0.524 -0.390 2.405 0.000
C 0.706 -1.457 1.671 -0.614
S 2.195 -2.002 0.977 1.036
C 3.337 -0.687 1.520 -0.314
C 3.667 0.236 0.351 -0.529
O 4.498 -0.115 -0.467 0.043
N 3.053 1.433 0.287 -0.052
C 2.078 1.975 1.211 -0.137
C 1.051 2.838 0.469 -0.114
C 0.791 2.275 -0.935 -0.215
C 0.308 0.844 -0.857 -0.389
O 0.971 -0.127 -1.135 0.081
N -1.001 0.628 -0.466 0.140
C -2.013 1.487 -0.172 -0.588
N -1.973 2.771 -0.134 0.046
C -3.178 3.303 0.188 -0.234
C -4.178 2.417 0.402 -0.403
S -3.602 0.804 0.194 1.034
C 2.086 2.349 -1.762 -0.103
C 3.317 2.291 -0.849 -0.125
N -0.461 -2.164 1.567 -0.003
C -0.688 -3.338 0.756 -0.087
C -0.844 -2.942 -0.693 -0.216
C -2.034 -2.372 -1.137 -0.079
C -2.158 -1.934 -2.445 -0.081
C -1.092 -2.058 -3.320 -0.074
C 0.090 -2.631 -2.886 -0.063
C 0.215 -3.071 -1.580 -0.057
H -2.814 -2.805 2.998 0.084
H -3.356 -1.791 1.651 0.037
H -3.182 -1.091 3.264 0.086
H 2.899 -0.209 2.390 0.070
H 4.255 -1.213 1.787 0.086
H 2.593 2.586 1.966 0.132
H 1.546 1.171 1.724 0.069
H 0.126 2.868 1.042 0.102
H 1.408 3.863 0.355 0.119
H -0.005 2.863 -1.400 0.132
H -1.258 -0.358 -0.488 0.095
H -3.263 4.372 0.254 0.106
H -5.199 2.599 0.667 0.056
H 2.112 1.504 -2.451 0.115
H 2.110 3.272 -2.342 0.116
H 3.573 3.288 -0.475 0.127
H 4.174 1.882 -1.385 0.121
H 0.171 -4.004 0.875 0.121
H -1.589 -3.835 1.126 0.132
H -2.877 -2.281 -0.464 0.095
H -3.088 -1.493 -2.775 0.107
H -1.186 -1.708 -4.337 0.105
H 0.926 -2.728 -3.562 0.112
H 1.144 -3.504 -1.244 0.095

No. 5
51
Properties=species:S:1:pos:R:3:lowdin_charge:R:1 method="wB97M-V/def2-TZVPD" lumo_energy_ev=-2.943 total_energy_ha=-1055.9245 homo_lumo_gap_ev=11.11 total_charge=+1 e_above_lowest_kj_mol=155.3
C 0.676 -2.090 1.882 -0.177
O 2.074 -2.276 1.736 -0.043
C 0.534 -0.584 1.700 -0.271
C -0.797 0.010 2.197 -0.128
C -0.750 1.522 2.326 -0.410
C 0.469 2.173 3.006 -0.064
C -2.045 2.134 2.934 -0.051
N 0.692 -0.228 0.242 0.219
H 0.164 -2.586 1.056 0.127
H 0.270 -2.377 2.845 0.134
H 2.333 -3.182 1.560 0.105
H 1.269 -0.119 2.338 0.133
H -0.878 -0.369 3.229 0.139
H -1.688 -0.362 1.701 0.118
H -0.778 1.970 1.321 0.108
H 0.208 3.005 3.649 0.087
H 1.022 1.410 3.560 0.084
H 1.240 2.570 2.344 0.073
H -2.000 2.291 4.011 0.088
H -2.137 3.094 2.444 0.053
H -2.980 1.604 2.752 0.083
H 1.592 -0.705 0.107 0.126
H -0.176 -0.573 -0.265 0.104
H 0.825 0.768 0.011 0.094
H 1.542 3.150 -0.207 0.066
H 1.189 2.737 -1.586 0.065
O 1.219 2.382 -0.699 -0.037
H 0.253 -3.906 -2.941 0.038
H -0.335 -2.689 -3.598 0.008
O -0.515 -3.324 -2.893 -0.056
H -4.573 -0.122 -1.937 0.081
H -4.004 -1.403 -2.582 0.068
O -3.790 -0.660 -2.040 -0.015
H 4.658 -1.117 -1.527 0.052
H 3.823 0.127 -1.062 0.033
O 4.038 -0.789 -0.872 -0.040
H -2.373 -0.971 -1.051 0.024
H -1.402 -2.155 -1.169 0.052
O -1.552 -1.342 -0.661 -0.053
H 0.717 -0.402 -3.987 0.033
H 1.908 -1.030 -4.430 0.063
O 0.953 -1.193 -4.492 -0.037
H -1.489 -0.360 -3.717 0.011
H -1.945 0.588 -2.626 0.008
O -1.762 0.545 -3.566 -0.037
H -0.002 4.118 1.832 -0.016
H -1.342 4.649 1.297 0.033
O -0.393 4.784 1.258 -0.036
H 2.268 -2.731 -1.137 -0.002
H 1.704 -2.656 -2.442 0.007
O 2.066 -3.332 -1.854 -0.042

No. 6
31
Properties=species:S:1:pos:R:3:lowdin_charge:R:1 method="wB97M-V/def2-TZVPD" lumo_energy_ev=0.129 smiles="O=C1OC[C@@H](F)O1.C[N+](=O)[O-].C[N+](=O)[O-].C[N+](=O)[O-]" total_energy_ha=-1176.8430 homo_lumo_gap_ev=10.84 total_charge=0 e_above_lowest_kj_mol=10.4
O 26.672 -4.538 -17.825 0.171
C 26.530 -5.437 -17.062 -0.558
O 27.348 -5.739 -16.054 0.092
C 26.984 -7.007 -15.514 -0.041
C 25.564 -7.229 -16.085 -0.281
F 24.623 -6.897 -15.136 0.050
O 25.487 -6.292 -17.112 0.147
H 27.707 -7.766 -15.813 0.137
H 26.996 -6.988 -14.426 0.139
H 25.368 -8.251 -16.395 0.166
C 26.111 -2.185 -19.920 0.042
N 24.808 -2.249 -20.630 -0.435
O 24.627 -1.459 -21.536 0.058
O 23.986 -3.034 -20.225 0.075
H 26.706 -1.358 -20.299 0.096
H 26.626 -3.121 -20.111 0.095
H 25.947 -1.974 -18.869 0.099
C 21.774 -2.571 -23.003 0.035
N 22.266 -1.246 -23.453 -0.466
O 21.792 -0.271 -22.926 0.062
O 23.174 -1.257 -24.244 0.066
H 21.563 -3.230 -23.841 0.097
H 20.915 -2.469 -22.353 0.096
H 22.611 -3.007 -22.461 0.073
C 23.315 1.546 -20.168 0.032
N 23.055 2.914 -20.674 -0.455
O 21.910 3.194 -20.965 0.070
O 23.993 3.675 -20.730 0.063
H 22.476 0.874 -20.298 0.089
H 23.557 1.645 -19.112 0.100
H 24.169 1.160 -20.719 0.088

No. 7
19
Properties=species:S:1:pos:R:3:lowdin_charge:R:1 method="wB97M-V/def2-TZVPD" lumo_energy_ev=-4.003 total_energy_ha=-650.3502 homo_lumo_gap_ev=10.46 total_charge=+1 e_above_lowest_kj_mol=169.4
C 1.085 0.322 0.116 -0.548
C 0.829 1.943 0.057 -0.012
C -1.936 0.111 -0.791 -0.024
C 0.576 -2.024 0.253 -0.001
C -1.240 -0.261 0.505 -0.170
N 0.140 -0.578 0.247 -0.152
S 2.673 -0.207 -0.201 1.000
H 0.739 2.345 -0.924 0.080
H 0.035 2.138 0.689 0.033
H 1.636 2.594 0.657 0.143
H -1.514 0.952 -1.258 0.066
H -1.908 -0.747 -1.446 0.095
H -2.952 0.192 -0.739 0.060
H 1.212 -2.334 -0.495 0.057
H -0.246 -2.707 0.125 0.108
H 0.814 -2.067 1.264 0.099
H -1.711 -1.194 0.794 0.131
H -1.228 0.431 1.304 0.119
H 2.997 1.091 -0.156 -0.084

no.,maximum force (eV/A)
1,5.3
2,3.7
3,1.6
4,1.1
5,2.8
6,1.2
7,4.1